Entry 1:
{"formula": "C5H12O", "method": "ωB97M-V/def2-TZVPD", "elements": ["C", "O", "C", "C", "C", "C", "H", "H", "H", "H", "H", "H", "H", "H", "H", "H", "H", "H"], "coordinates": [[2.00, -0.41, -0.48], [1.15, 0.00, 0.56], [-0.24, 0.10, 0.24], [-0.46, 1.08, -0.92], [-0.82, -1.28, -0.08], [-0.87, 0.64, 1.52], [1.92, 0.24, -1.37], [1.83, -1.45, -0.80], [3.02, -0.33, -0.10], [-0.06, 0.70, -1.86], [-1.54, 1.24, -1.07], [0.01, 2.04, -0.70], [-0.43, -1.67, -1.03], [-0.56, -1.99, 0.72], [-1.91, -1.24, -0.16], [-0.83, -0.10, 2.32], [-0.32, 1.53, 1.86], [-1.91, 0.92, 1.35]], "total_energy_ha": -272.9318, "gap_ev": 10.66, "e_lumo_ev": 0.96, "e_above_lowest_kcal_mol": 10.6, "e_homo_ev": -9.69}

***

Entry 2:
{"formula": "C3H3CrLiO2", "method": "ωB97M-V/def2-TZVPD", "elements": ["H", "O", "C", "C", "C", "O", "Cr", "Li", "H", "H"], "coordinates": [[-0.64, -1.46, -2.36], [-0.22, 0.57, 1.13], [1.02, 0.32, 0.75], [1.54, 0.13, -0.47], [-0.45, -0.84, -1.47], [0.81, -0.73, -1.35], [-1.67, -0.17, 0.14], [-0.37, 1.84, 2.50], [2.29, 0.77, -0.92], [1.86, 0.89, 1.25]], "total_energy_ha": -1317.8262, "multiplicity": 5, "gap_ev": [7.73, 8.00], "charge": 2, "e_lumo_ev": [-9.86, -9.71], "e_above_lowest_kcal_mol": 27.3, "e_homo_ev": [-17.60, -17.71], "s2": 6.04}